1.
9
Properties=species:S:1:pos:R:3:forces:R:3 method="wB97M-V/def2-TZVPD" total_charge=+2 relative_energy_kcal_mol=46.9 homo_lumo_gap_ev="9.350 / 8.164" multiplicity=2 e_tot_ev=-38762.68972
O -0.82511 -0.37297 -0.55689 1.8 0.5 0.5
C 0.32744 0.98850 1.44771 -3.4 1.0 -3.7
O -0.41205 1.87001 0.97232 3.3 -2.4 2.8
Yb -1.87157 1.62429 -0.65647 -1.2 0.4 -0.9
C 0.08740 -0.47600 0.56998 -0.1 -0.3 1.6
H -0.12680 -1.33687 1.20941 0.1 0.5 0.2
H 0.79963 -1.69620 -1.12919 0.2 0.2 0.4
C 0.70052 -0.69424 -0.71067 -0.4 0.3 -0.7
H 1.32054 0.09349 -1.14619 -0.4 -0.1 -0.1



2.
9
Properties=species:S:1:pos:R:3:forces:R:3 method="wB97M-V/def2-TZVPD" total_charge=-1 smiles="CC(=O)C(=O)[O-]" relative_energy_kcal_mol=12.6 homo_lumo_gap_ev=8.140 e_tot_ev=-9303.13063
C -0.17341 -0.07467 -0.23736 2.9 -3.4 1.3
C -1.51139 0.54183 -0.34416 0.0 0.6 0.9
O -2.50209 -0.12307 -0.17210 -0.8 -0.2 -0.2
C -1.42998 2.06582 -0.64540 -0.4 -0.5 0.8
O -1.90463 2.78769 0.24096 -0.3 0.2 0.3
O -0.80811 2.34061 -1.66982 0.5 0.3 -1.2
H 0.16749 -0.19624 -1.27431 0.0 -0.2 0.2
H -0.04822 -1.17217 0.34856 -1.1 2.6 -1.8
H 0.66817 0.45586 0.25097 -0.9 0.6 -0.3



3.
9
Properties=species:S:1:pos:R:3:forces:R:3 method="wB97M-V/def2-TZVPD" total_charge=+1 relative_energy_kcal_mol=78.9 homo_lumo_gap_ev="6.329 / 6.334" e_tot_ev=-9289.49887
C 1.50995 1.15893 1.38489 3.5 0.8 2.8
C -0.64656 -0.33199 0.52362 -0.1 -1.4 -0.3
C -0.87882 -0.51252 -0.77886 -3.1 1.7 0.1
O 2.46817 1.37308 1.90755 -0.7 0.6 0.3
O -0.26225 -1.13053 -1.77792 1.1 -0.7 1.1
O -0.70051 -0.27446 1.70573 0.6 0.4 -0.9
H 1.02026 0.65218 0.64933 -2.9 -1.1 -3.0
H -1.92494 -0.00572 -0.96109 2.1 -0.6 0.1
H -0.58531 -0.92896 -2.65324 -0.5 0.4 -0.2